Entry 1:
{"formula": "C46H30I4N7O3Ta", "method": "wB97M-V/def2-TZVPD", "elements": ["Ta", "I", "I", "I", "I", "O", "O", "O", "N", "N", "N", "N", "N", "N", "N", "C", "C", "C", "C", "C", "C", "C", "C", "C", "C", "C", "C", "C", "C", "C", "C", "C", "C", "C", "C", "C", "C", "C", "C", "C", "C", "C", "C", "C", "C", "C", "C", "C", "C", "C", "C", "C", "C", "C", "C", "C", "C", "C", "C", "C", "C", "H", "H", "H", "H", "H", "H", "H", "H", "H", "H", "H", "H", "H", "H", "H", "H", "H", "H", "H", "H", "H", "H", "H", "H", "H", "H", "H", "H", "H", "H"], "positions_angstrom": [[0.09, 0.23, -0.12], [-2.87, 8.26, 4.43], [2.98, -4.16, -7.52], [8.58, 0.51, 5.01], [-9.00, -3.73, 0.50], [1.68, 1.34, -1.14], [-0.50, 0.21, -2.07], [-0.05, 2.38, -0.71], [-0.78, -1.69, -0.35], [-0.97, 1.68, -3.72], [0.81, 1.14, 1.62], [1.09, 2.46, -1.24], [-1.73, 0.64, 0.80], [0.38, -0.16, -4.11], [1.73, -1.02, 0.20], [-5.10, -2.18, 1.56], [6.77, 0.38, 4.00], [2.76, -2.53, -3.51], [3.05, 0.13, 1.92], [2.07, 1.08, 2.20], [4.42, -0.13, 3.99], [2.06, -1.95, -0.77], [6.70, 0.73, 2.66], [-3.43, 2.07, 1.40], [2.26, 2.18, 3.08], [-6.49, -2.66, -0.80], [3.17, -2.86, -4.79], [-1.52, 4.00, 2.54], [3.41, -2.38, -0.59], [-2.29, 6.44, 3.62], [-1.54, 6.41, 2.46], [-0.35, 0.58, -3.30], [5.63, -0.05, 4.67], [1.14, 2.94, 3.04], [1.16, -4.12, -5.10], [4.35, 0.21, 2.65], [-4.01, 0.90, 1.00], [0.61, 0.15, -5.52], [1.56, -3.02, -2.97], [-2.96, 0.00, 0.65], [-2.27, 4.04, 3.71], [-0.20, -2.65, -1.16], [-1.09, 2.70, 1.96], [2.38, -3.67, -5.60], [-3.13, -1.33, 0.29], [-7.08, -2.95, 0.43], [-2.66, 5.25, 4.25], [3.89, -1.74, 0.50], [0.23, 2.29, 2.16], [-1.15, 5.19, 1.92], [-5.21, -2.14, -0.84], [-4.51, -1.90, 0.33], [-1.10, -3.74, -1.34], [0.75, -3.79, -3.82], [-2.03, 1.88, 1.34], [-6.38, -2.71, 1.61], [5.50, 0.64, 1.98], [2.88, -0.84, 0.95], [1.12, -2.55, -1.64], [-2.09, -2.12, -0.15], [-2.25, -3.43, -0.68], [1.23, -0.64, -5.94], [0.79, -0.99, -3.72], [-0.33, 0.18, -6.07], [4.10, -2.46, -5.17], [-3.24, 5.28, 5.16], [3.89, -3.16, -1.15], [-4.56, -2.00, 2.48], [-0.92, 1.99, -4.68], [3.38, -1.85, -2.95], [-3.13, -4.04, -0.56], [0.92, 3.85, 3.57], [-3.92, 2.96, 1.76], [1.15, 1.10, -5.63], [-6.84, -2.94, 2.56], [5.68, -0.32, 5.71], [3.54, -0.46, 4.52], [-1.25, 7.33, 1.97], [4.85, -1.87, 0.98], [-5.06, 0.65, 0.97], [7.59, 1.07, 2.14], [-0.23, -4.12, -3.52], [0.51, -4.73, -5.72], [-4.75, -1.92, -1.80], [-2.56, 3.12, 4.21], [3.15, 2.35, 3.66], [5.45, 0.91, 0.93], [-7.03, -2.84, -1.72], [-1.49, 2.22, -3.06], [-0.86, -4.68, -1.80], [-0.56, 5.16, 1.01]], "lowdin_charge": [2.005, 0.939, 0.972, 0.939, 0.940, -0.165, -0.159, -0.174, -0.032, 0.256, -0.028, -0.064, -0.031, 0.091, -0.039, -0.019, -0.735, -0.044, -0.052, -0.188, -0.022, -0.223, -0.129, 0.053, 0.056, -0.131, -0.132, -0.221, 0.027, -0.735, -0.129, -0.510, -0.128, 0.060, -0.122, -0.221, 0.052, -0.013, -0.172, -0.194, -0.027, -0.206, -0.073, -0.745, -0.053, -0.735, -0.128, 0.056, -0.210, -0.017, -0.029, -0.224, 0.025, -0.011, -0.214, -0.127, -0.028, -0.187, -0.050, -0.191, 0.051, 0.091, 0.113, 0.103, 0.107, 0.103, 0.134, 0.130, 0.126, 0.116, 0.137, 0.137, 0.133, 0.105, 0.103, 0.103, 0.130, 0.102, 0.136, 0.135, 0.102, 0.094, 0.107, 0.126, 0.131, 0.134, 0.128, 0.101, 0.135, 0.122, 0.125], "lumo_ev": -7.09, "homo_ev": -12.35, "gap_ev": 5.27, "charge": 2}

---

Entry 2:
{"formula": "C17H35KO13", "method": "wB97M-V/def2-TZVPD", "elements": ["K", "O", "O", "O", "O", "O", "O", "O", "O", "O", "O", "O", "O", "O", "C", "C", "C", "C", "C", "C", "C", "C", "C", "C", "C", "C", "C", "C", "C", "C", "C", "H", "H", "H", "H", "H", "H", "H", "H", "H", "H", "H", "H", "H", "H", "H", "H", "H", "H", "H", "H", "H", "H", "H", "H", "H", "H", "H", "H", "H", "H", "H", "H", "H", "H", "H"], "positions_angstrom": [[-4.65, -1.34, -3.41], [-2.42, -1.42, 3.79], [1.95, 4.85, -0.12], [1.01, 1.48, -6.60], [-2.08, -0.98, 5.95], [0.37, -2.69, 2.44], [-2.15, -3.04, 4.98], [1.33, -0.63, -5.78], [-2.78, -0.03, -1.61], [0.72, -0.44, 2.24], [1.98, 1.23, -4.83], [0.57, 3.40, -1.31], [2.36, 2.64, -0.20], [0.50, -1.83, 0.35], [1.54, 3.71, -0.42], [2.51, 0.73, -3.67], [-2.28, -1.75, 5.00], [1.50, 0.58, -5.77], [0.07, -3.96, 1.85], [3.41, 2.62, 0.69], [-2.09, 0.72, -0.68], [-0.63, 3.50, -3.23], [-1.62, -3.69, 6.16], [-0.19, 4.35, -2.01], [0.51, -1.67, 1.57], [0.97, 0.80, 1.48], [-0.09, -3.35, 6.30], [0.56, 1.19, -7.97], [1.50, 0.14, -2.65], [-1.38, -4.28, 1.73], [-2.65, -0.13, 3.42], [3.29, -0.02, -3.82], [3.57, 3.60, 1.15], [-0.19, 1.90, -8.30], [-1.87, -4.71, 5.87], [2.03, -0.15, -1.74], [-1.73, -4.35, 2.75], [-1.08, 4.64, -1.45], [1.43, 1.50, 2.17], [4.38, 2.44, 0.23], [-0.06, 0.30, -7.84], [0.65, -4.11, 0.94], [1.60, 0.67, 0.60], [0.15, -2.30, 6.15], [0.29, 3.26, -3.78], [0.45, -4.74, 2.51], [0.51, -3.96, 5.63], [-1.24, 2.60, -3.19], [-1.52, -5.21, 1.18], [1.07, -0.81, -2.97], [0.06, 1.28, 1.11], [0.49, 5.18, -2.20], [-1.93, -3.53, 1.15], [0.15, -3.76, 7.28], [-2.62, 0.96, 0.25], [-3.14, 0.00, 2.45], [3.01, 1.54, -3.14], [0.75, 0.86, -2.33], [1.41, 1.04, -8.64], [-1.93, 1.66, -1.21], [3.22, 1.74, 1.30], [-1.67, 0.35, 3.45], [-1.19, 4.13, -3.92], [-1.13, 0.23, -0.48], [-2.27, -3.39, 6.99], [-3.24, 0.46, 4.12]], "lowdin_charge": [0.872, 0.040, 0.082, -0.003, 0.093, 0.034, 0.010, 0.112, -0.537, -0.034, 0.076, -0.013, -0.061, 0.100, -0.473, -0.205, -0.668, -0.675, -0.237, -0.067, -0.384, -0.052, -0.149, -0.188, -0.492, -0.033, -0.032, -0.003, -0.035, -0.058, -0.052, 0.128, 0.102, 0.087, 0.118, 0.068, 0.069, 0.125, 0.090, 0.097, 0.084, 0.121, 0.070, 0.080, 0.070, 0.119, 0.066, 0.074, 0.083, 0.080, 0.084, 0.127, 0.087, 0.070, 0.035, 0.095, 0.119, 0.065, 0.097, 0.029, 0.074, 0.100, 0.069, 0.032, 0.119, 0.100], "lumo_ev": -1.09, "homo_ev": -6.03, "relative_energy_kj_mol": 186.3, "gap_ev": 4.93, "charge": 0}

---

Entry 3:
{"formula": "C5H8OS", "method": "wB97M-V/def2-TZVPD", "elements": ["S", "O", "C", "C", "C", "C", "C", "H", "H", "H", "H", "H", "H", "H", "H"], "positions_angstrom": [[-0.90, -2.19, -2.73], [0.93, -0.38, -2.34], [-0.18, -0.99, -1.90], [-0.81, -0.33, -0.69], [-0.19, 0.16, 0.40], [-0.97, 0.76, 1.52], [1.29, 0.13, 0.65], [1.20, 0.40, -1.82], [1.84, -0.37, -0.22], [-1.93, -0.56, -0.67], [-0.56, 0.37, 2.48], [1.49, -0.44, 1.54], [1.74, 1.12, 0.86], [-0.93, 1.89, 1.55], [-2.01, 0.44, 1.39]], "lowdin_charge": [0.712, -0.024, -0.888, -0.087, -0.352, -0.070, -0.059, 0.102, 0.100, 0.120, 0.093, 0.073, 0.099, 0.104, 0.078], "lumo_ev": 0.03, "homo_ev": -8.63, "relative_energy_kj_mol": 86.6, "gap_ev": 8.66, "charge": 0}

---

Entry 4:
{"formula": "C5H9N", "method": "wB97M-V/def2-TZVPD", "elements": ["N", "C", "C", "C", "C", "C", "H", "H", "H", "H", "H", "H", "H", "H", "H"], "positions_angstrom": [[-0.75, -0.21, -0.81], [-0.44, 0.53, 1.55], [-2.17, -0.09, -0.63], [-0.06, 0.15, 0.24], [2.12, -0.44, -0.82], [1.34, 0.11, 0.34], [-2.57, -0.79, 0.12], [-1.38, 0.21, 2.02], [1.41, -0.62, -1.63], [0.15, 1.19, 2.16], [2.65, -1.38, -0.60], [-2.47, 0.94, -0.36], [1.95, 0.41, 1.18], [-2.67, -0.28, -1.58], [2.88, 0.27, -1.17]], "lowdin_charge": [-0.046, 0.143, -0.196, -0.513, -0.065, 0.008, 0.070, 0.063, 0.063, 0.054, 0.089, 0.077, 0.103, 0.063, 0.088], "lumo_ev": -1.33, "homo_ev": -7.34, "relative_energy_kj_mol": 402.6, "gap_ev": 6.01, "charge": 0}

---

Entry 5:
{"formula": "C42H49N4", "method": "wB97M-V/def2-TZVPD", "elements": ["N", "N", "N", "N", "C", "C", "C", "C", "C", "C", "C", "C", "C", "C", "C", "C", "C", "C", "C", "C", "C", "C", "C", "C", "C", "C", "C", "C", "C", "C", "C", "C", "C", "C", "C", "C", "C", "C", "C", "C", "C", "C", "C", "C", "C", "C", "H", "H", "H", "H", "H", "H", "H", "H", "H", "H", "H", "H", "H", "H", "H", "H", "H", "H", "H", "H", "H", "H", "H", "H", "H", "H", "H", "H", "H", "H", "H", "H", "H", "H", "H", "H", "H", "H", "H", "H", "H", "H", "H", "H", "H", "H", "H", "H", "H"], "positions_angstrom": [[-4.87, -3.87, 2.06], [4.91, -3.94, 1.23], [0.99, 4.24, -1.18], [-1.19, 4.34, -1.49], [-4.11, 2.35, -0.77], [-0.18, 3.47, -1.09], [7.02, -4.87, 1.84], [0.00, -1.07, 1.29], [-5.09, 2.98, -1.54], [4.66, 4.05, -0.89], [1.25, -1.78, 1.24], [2.61, 2.71, -2.24], [-7.07, -4.70, 1.58], [3.94, 2.30, -2.38], [-3.44, 4.56, -2.45], [6.40, 2.52, -1.91], [3.54, -2.09, 2.06], [-4.75, 4.06, -2.38], [-6.61, -5.23, 2.95], [0.65, 5.55, -1.52], [-3.60, -2.10, 0.99], [-0.69, 5.61, -1.68], [-3.69, -3.19, 1.91], [1.35, -3.08, 0.66], [3.33, 4.45, -0.68], [-1.32, -2.86, 2.42], [-2.80, 2.88, -0.75], [3.70, -3.28, 1.30], [-1.64, 2.45, 0.00], [2.39, -1.32, 1.96], [-2.52, 3.97, -1.58], [3.05, 5.55, 0.28], [-6.00, -3.69, 1.15], [-1.23, -1.75, 1.51], [-2.52, -3.52, 2.65], [-6.51, 2.50, -1.48], [-5.12, -4.87, 3.08], [5.39, -4.60, 0.02], [2.32, 3.74, -1.33], [6.82, -5.08, 0.34], [2.56, -3.75, 0.59], [1.60, 2.00, -3.07], [5.87, -3.96, 2.32], [-2.43, -1.38, 0.84], [4.98, 2.97, -1.72], [-3.13, 5.59, -3.50], [-5.51, 4.52, -3.00], [-6.57, 1.42, -1.64], [2.32, -0.39, 2.52], [-2.60, -4.34, 3.37], [-4.06, 5.80, -4.03], [-7.14, 3.00, -2.21], [-7.12, -5.51, 0.85], [-2.39, 5.23, -4.23], [6.23, -2.94, 2.53], [-4.90, -4.46, 4.08], [-1.43, 1.37, 0.04], [-2.37, -0.56, 0.11], [2.69, 6.48, -0.19], [2.67, -4.68, 0.02], [6.50, 1.43, -1.78], [-8.05, -4.23, 1.62], [3.99, 5.81, 0.77], [-6.38, -2.66, 1.23], [-4.48, -5.75, 2.88], [7.07, 3.01, -1.20], [-5.68, -3.85, 0.11], [2.32, 5.25, 1.05], [-4.50, -1.81, 0.44], [-7.19, -4.75, 3.75], [-2.79, 6.54, -3.09], [6.93, -6.12, 0.04], [4.39, -1.74, 2.64], [5.45, 4.58, -0.36], [4.73, -5.43, -0.26], [6.76, 2.74, -2.93], [-1.31, 6.46, -1.88], [0.01, 0.02, 1.18], [-4.33, 1.46, -0.17], [-0.05, 2.42, -1.41], [5.41, -3.90, -0.84], [-6.77, -6.31, 3.05], [4.16, 1.45, -3.03], [7.53, -4.48, -0.24], [1.37, 6.30, -1.74], [0.64, 2.52, -3.18], [1.42, 1.00, -2.65], [-1.26, 3.06, 0.82], [5.40, -4.34, 3.24], [-0.43, -3.19, 2.95], [0.47, -3.53, 0.23], [1.99, 1.81, -4.08], [-6.94, 2.69, -0.49], [7.98, -4.42, 2.08], [6.95, -5.82, 2.38]], "lowdin_charge": [-0.073, -0.086, 0.006, -0.014, 0.004, -0.085, -0.148, 0.101, -0.274, 0.001, -0.220, -0.191, -0.146, -0.011, -0.191, -0.055, 0.008, -0.011, -0.147, -0.041, 0.011, -0.012, -0.178, -0.008, -0.203, 0.001, -0.212, -0.188, -0.068, 0.000, -0.135, -0.045, -0.152, -0.214, 0.010, -0.062, -0.143, -0.144, -0.125, -0.147, 0.009, -0.053, -0.146, 0.007, -0.261, -0.048, 0.112, 0.076, 0.126, 0.110, 0.080, 0.074, 0.113, 0.099, 0.115, 0.131, 0.035, 0.103, 0.071, 0.114, 0.080, 0.114, 0.081, 0.127, 0.131, 0.076, 0.132, 0.098, 0.104, 0.114, 0.064, 0.111, 0.110, 0.118, 0.115, 0.087, 0.106, 0.126, 0.106, 0.109, 0.131, 0.112, 0.126, 0.113, 0.112, 0.075, 0.091, 0.077, 0.132, 0.125, 0.125, 0.092, 0.082, 0.112, 0.112], "lumo_ev": -4.38, "homo_ev": -7.30, "relative_energy_kj_mol": 193.2, "gap_ev": 2.92, "charge": 1}